This record from OMol25 describes a 7-piece molecular cluster, C23H47N3O6S6 overall in a non-equilibrium geometry. The level of theory is ωB97M-V with the def2-TZVPD basis set.

Element x y z (Å)
C: -2.066 0.065 3.643
C: -2.515 -0.333 2.099
C: -3.607 0.714 1.392
N: -2.011 -1.441 1.408
C: -1.108 -0.790 0.349
C: -1.098 -1.343 -1.182
N: -0.292 -0.801 -2.330
C: 0.510 0.369 -1.836
C: 1.455 1.152 -2.966
C: 2.433 2.422 -2.613
C: 2.515 2.985 -1.074
C: 1.544 2.227 0.047
C: 0.563 0.943 -0.316
N: -0.248 0.355 0.804
H: -2.841 -0.317 4.444
H: -2.090 1.255 3.690
H: -0.959 -0.258 3.846
H: -3.886 1.582 2.155
H: -3.043 1.224 0.484
H: -4.611 0.189 1.095
H: -1.821 -2.261 -1.425
H: 1.417 0.756 -4.088
H: 3.094 2.933 -3.452
H: 3.202 3.866 -0.707
H: 1.588 2.619 1.170
C: -6.084 -1.843 6.892
S: -5.721 -1.070 5.298
O: -4.702 0.005 5.540
C: -7.328 -0.262 5.107
H: -5.193 -2.379 7.228
H: -6.345 -1.080 7.629
H: -6.908 -2.552 6.776
H: -7.514 0.406 5.951
H: -8.113 -1.019 5.046
H: -7.316 0.319 4.181
C: 2.752 6.739 3.053
S: 1.991 5.240 2.385
O: 2.877 4.738 1.283
C: 0.581 6.068 1.614
H: 3.683 6.462 3.552
H: 2.971 7.441 2.244
H: 2.077 7.200 3.778
H: 0.930 6.810 0.892
H: -0.027 6.550 2.384
H: -0.022 5.317 1.097
C: -2.800 -3.118 11.558
S: -3.354 -1.960 10.284
O: -4.853 -1.923 10.330
C: -2.878 -2.985 8.872
H: -3.035 -2.694 12.537
H: -3.315 -4.075 11.445
H: -1.720 -3.262 11.477
H: -3.390 -3.950 8.921
H: -1.796 -3.133 8.875
H: -3.169 -2.468 7.955
C: 1.434 -3.529 -3.682
S: 3.160 -2.992 -3.618
O: 3.360 -1.986 -4.713
C: 3.869 -4.557 -4.180
H: 0.798 -2.686 -3.401
H: 1.179 -3.853 -4.694
H: 1.279 -4.349 -2.976
H: 3.468 -4.819 -5.163
H: 3.639 -5.345 -3.459
H: 4.953 -4.441 -4.252
C: 3.168 -5.356 -8.169
S: 1.590 -4.801 -7.479
O: 0.749 -6.020 -7.239
C: 0.987 -4.012 -8.991
H: 3.705 -5.915 -7.399
H: 2.993 -6.005 -9.030
H: 3.763 -4.490 -8.466
H: 0.943 -4.742 -9.803
H: 1.650 -3.187 -9.263
H: -0.015 -3.621 -8.801
C: 4.150 5.415 -7.361
S: 3.678 4.695 -5.770
O: 4.091 5.660 -4.698
C: 4.894 3.357 -5.796
H: 3.536 6.301 -7.536
H: 5.204 5.703 -7.344
H: 3.972 4.690 -8.158
H: 5.904 3.770 -5.873
H: 4.693 2.696 -6.642
H: 4.806 2.790 -4.866

Properties
Highest occupied orbital energy in eV: -7.3916
Strongest force on any atom in eV/Å: 7.7
Gap between HOMO and LUMO in Ha: 0.2538
Electronic energy in eV: -106361.1533
Multiplicity: 1

This record from OMol25 describes C23H47NO2RhS2Si2 as an isolated structure in a non-equilibrium geometry. The level of theory is ωB97M-V with the def2-TZVPD basis set.

Element x y z (Å)
O: -1.008 -2.523 -1.343
O: -2.345 -0.888 -2.918
C: 0.377 -2.871 -1.254
C: 0.700 -3.875 -0.159
H: 0.967 -1.948 -1.139
H: 0.626 -3.288 -2.241
H: 0.812 -3.377 0.814
H: 1.644 -4.372 -0.405
H: -0.080 -4.640 -0.076
C: -1.663 -2.157 -0.109
C: -2.973 -2.902 -0.019
H: -1.811 -1.072 -0.126
H: -1.010 -2.363 0.760
H: -3.603 -2.680 -0.889
H: -3.482 -2.596 0.897
H: -2.802 -3.984 0.018
C: -3.397 0.067 -3.131
C: -2.161 -1.841 -3.984
C: -4.563 -0.200 -2.215
H: -3.722 0.042 -4.182
H: -2.952 1.045 -2.919
H: -5.048 -1.148 -2.470
H: -5.297 0.599 -2.336
H: -4.245 -0.226 -1.168
C: -3.349 -2.751 -4.162
H: -1.266 -2.413 -3.714
H: -1.945 -1.286 -4.916
H: -3.612 -3.228 -3.211
H: -3.081 -3.529 -4.880
H: -4.206 -2.192 -4.551
H: -1.004 -0.294 -1.806
Rh: 1.147 0.561 1.959
C: -0.329 0.562 -1.489
Si: 0.615 1.166 -3.013
H: -0.972 1.354 -1.082
H: 0.322 0.182 -0.680
C: 1.408 -0.317 -3.852
C: 1.913 2.450 -2.601
C: -0.579 1.879 -4.271
C: 2.378 -0.068 0.720
Si: 3.582 0.757 2.003
H: 2.359 0.379 -0.291
H: 2.465 -1.173 0.667
C: 4.524 2.010 0.958
C: 4.693 -0.655 2.537
C: 3.087 1.638 3.617
H: -0.020 2.230 -5.149
H: -1.118 2.734 -3.849
H: -1.320 1.148 -4.615
H: 2.326 -0.625 -3.338
H: 1.674 -0.048 -4.884
H: 0.740 -1.187 -3.895
H: 2.483 2.205 -1.697
H: 1.440 3.429 -2.445
H: 2.621 2.554 -3.436
H: 4.814 -1.368 1.714
H: 4.286 -1.188 3.406
H: 5.683 -0.258 2.803
H: 3.139 0.978 4.493
H: 2.104 2.138 3.618
H: 3.851 2.422 3.724
H: 5.377 2.423 1.512
H: 3.883 2.844 0.645
H: 4.910 1.515 0.057
S: 1.167 -1.334 3.373
C: 0.184 -0.316 4.283
N: -0.137 0.831 3.677
C: -0.650 1.822 4.518
C: -0.832 3.170 4.183
C: -0.976 4.089 5.221
C: -1.029 3.653 6.562
C: -0.887 2.299 6.893
C: -0.694 1.382 5.869
S: -0.178 -0.300 6.015
H: -0.819 3.451 3.129
H: -1.056 5.152 4.998
H: -1.173 4.393 7.349
H: -0.905 1.929 7.917

Properties
Highest occupied orbital energy (spin up / spin down) in eV: -10.6072 / -11.3123
Strongest force on any atom in eV/Å: 4.0
Gap between HOMO and LUMO (spin up / spin down) in Ha: 0.2623 / 0.1676
Electronic energy in eV: -70623.1038
Multiplicity: 5
Charge: +1

This record from OMol25 describes a 4-piece molecular cluster, C23H48BN2O11P2S3 overall in a non-equilibrium geometry. The level of theory is ωB97M-V with the def2-TZVPD basis set.

Element x y z (Å)
C: 0.712 3.550 -2.195
C: 0.518 2.368 -1.614
B: -0.408 1.927 -0.383
C: 0.342 2.398 0.998
C: 0.058 3.872 1.329
C: -1.113 4.048 2.295
O: -1.855 2.438 -0.438
C: -2.510 1.378 0.123
O: -3.949 1.447 0.052
N: -4.452 2.229 1.098
O: -5.562 1.929 1.348
C: -1.958 0.147 -0.598
P: -2.495 -1.516 0.018
N: -2.849 -1.137 1.650
O: -3.980 -1.632 -0.709
P: -2.146 0.283 -2.494
C: -1.737 -1.388 -3.144
C: -0.243 -1.701 -2.956
C: -3.916 0.539 -2.962
C: -3.968 1.345 -4.267
O: -0.585 0.367 -0.382
H: 0.003 4.364 -2.068
H: 1.635 3.747 -2.726
H: 1.133 1.547 -2.003
H: 0.088 1.770 1.863
H: 1.417 2.298 0.817
H: 0.944 4.349 1.765
H: -0.159 4.422 0.409
H: -1.211 5.093 2.604
H: -2.048 3.755 1.816
H: -0.963 3.451 3.199
H: -2.205 1.274 1.175
H: -3.090 -1.986 2.150
H: -3.615 -0.482 1.775
H: -4.441 -0.780 -0.756
H: -2.358 -2.196 -2.746
H: -1.970 -1.320 -4.210
H: 0.326 -1.433 -3.847
H: -0.099 -2.765 -2.751
H: 0.173 -1.148 -2.112
H: -4.471 -0.396 -3.097
H: -4.393 1.103 -2.163
H: -4.941 1.256 -4.756
H: -3.221 0.974 -4.974
H: -3.715 2.389 -4.088
C: 4.965 -0.368 -4.792
C: 4.019 -1.305 -4.028
C: 2.846 -0.463 -3.526
S: 2.661 0.889 -4.692
O: 2.940 2.141 -4.039
O: 1.445 0.719 -5.447
C: 4.072 0.451 -5.721
H: 5.724 -0.920 -5.347
H: 5.476 0.297 -4.093
H: 3.657 -2.082 -4.706
H: 4.504 -1.799 -3.190
H: 1.906 -1.008 -3.502
H: 3.042 -0.029 -2.547
H: 4.522 1.368 -6.094
H: 3.697 -0.150 -6.549
C: 2.699 -0.234 1.615
C: 1.387 -0.986 1.379
C: 1.632 -1.986 0.242
S: 3.382 -2.402 0.333
O: 4.051 -1.925 -0.860
O: 3.564 -3.777 0.741
C: 3.788 -1.298 1.679
H: 2.659 0.352 2.532
H: 2.897 0.450 0.789
H: 1.112 -1.504 2.294
H: 0.574 -0.308 1.119
H: 1.063 -2.907 0.343
H: 1.446 -1.544 -0.737
H: 4.797 -0.923 1.524
H: 3.737 -1.879 2.600
C: -1.441 -1.907 7.268
C: -1.051 -3.169 6.485
C: -1.106 -2.818 4.994
S: -0.766 -1.051 4.881
O: -1.938 -0.383 4.392
O: 0.518 -0.843 4.263
C: -0.642 -0.766 6.649
H: -1.230 -2.008 8.332
H: -2.510 -1.713 7.154
H: -0.037 -3.467 6.758
H: -1.711 -4.005 6.712
H: -0.362 -3.345 4.401
H: -2.095 -2.974 4.569
H: -1.031 0.226 6.863
H: 0.414 -0.822 6.914

Properties
Highest occupied orbital energy in eV: -4.5883
Strongest force on any atom in eV/Å: 1.1
Gap between HOMO and LUMO in Ha: 0.2363
Electronic energy in eV: -101891.8062
Multiplicity: 1
Charge: -1